Computed, not measured: a cluster of 2 separate species, C21H35BrN4O5P in total in a non-equilibrium geometry, with wB97M-V/def2-TZVPD.

- Total charge: +1
- Spin multiplicity: 1
- HOMO: -11.727 eV
- Gap between HOMO and LUMO: 0.3011 Eh

Last column: Löwdin charge in e.
Geometry (Å):
C: -4.376 -1.115 1.830  -0.0947
C: -4.573 -1.075 0.297  -0.2467
C: -3.308 -1.540 -0.418  -0.2459
C: -3.392 -1.407 -1.935  -0.1968
C: -3.062 0.010 -2.422  -0.2021
C: -1.772 0.077 -3.250  -0.2046
C: -1.173 1.490 -3.288  -0.1619
C: 0.121 1.678 -2.496  -0.1158
N: -0.129 1.912 -1.072  0.0387
C: -0.550 3.009 -0.372  -0.3033
N: -0.803 4.221 -0.865  -0.1587
O: -0.596 4.556 -2.187  0.0473
C: -1.286 5.277 0.001  -0.1488
C: -0.173 6.028 0.779  -0.6792
C: -0.394 5.958 2.292  -0.1266
Br: 1.606 5.465 0.245  0.7685
N: -0.698 2.712 0.918  0.1943
C: -0.343 1.450 1.031  -0.1061
N: 0.005 0.917 -0.148  -0.1640
P: 0.522 -0.780 -0.393  0.9731
C: 2.339 -0.661 -0.604  -0.2489
C: 0.247 -1.645 1.181  -0.2658
H: -5.080 -1.777 2.320  0.0699
H: -4.418 -0.125 2.271  0.0655
H: -3.387 -1.515 2.053  0.0486
H: -4.783 -0.040 0.042  0.1017
H: -5.408 -1.701 0.003  0.1082
H: -2.491 -0.920 -0.047  0.0677
H: -3.143 -2.579 -0.141  0.1170
H: -2.667 -2.098 -2.366  0.1057
H: -4.371 -1.725 -2.276  0.1118
H: -2.951 0.693 -1.577  0.0966
H: -3.884 0.357 -3.040  0.1151
H: -2.024 -0.256 -4.252  0.1161
H: -1.040 -0.633 -2.875  0.0647
H: -0.966 1.747 -4.323  0.1195
H: -1.912 2.208 -2.944  0.1096
H: 0.781 0.831 -2.636  0.1047
H: 0.615 2.541 -2.915  0.1126
H: 0.366 4.617 -2.288  0.0935
H: -2.031 4.848 0.659  0.1212
H: -1.808 5.971 -0.647  0.1354
H: -0.251 7.067 0.497  0.0796
H: -0.886 6.875 2.605  0.0832
H: -1.055 5.148 2.572  0.0661
H: 0.526 5.885 2.859  0.0648
H: -0.323 0.914 1.960  0.1352
H: 2.851 -0.684 0.357  0.0448
H: 2.562 0.301 -1.054  0.0336
H: 2.690 -1.463 -1.236  0.0417
H: -0.744 -1.504 1.602  0.0331
H: 0.988 -1.353 1.924  0.0463
H: 0.350 -2.700 0.956  0.0371
C: 4.512 -4.986 0.224  0.0739
C: 5.658 -5.340 0.829  -0.2309
C: 5.906 -5.055 2.286  -0.3061
O: 6.958 -5.419 2.764  0.1317
C: 4.871 -4.357 3.038  0.0847
C: 3.733 -4.008 2.429  -0.2323
C: 3.480 -4.310 0.979  -0.3089
O: 2.409 -3.964 0.496  0.0635
O: 2.743 -3.372 3.054  0.1039
O: 6.641 -5.957 0.200  0.1354
H: 4.323 -5.187 -0.821  0.1371
H: 5.061 -4.145 4.080  0.1405
H: 2.040 -3.265 2.391  0.0759
H: 7.346 -6.102 0.860  0.1291

Computed, not measured: a structure of composition C21H35GeN3O4Se4SiTe2W, with wB97M-V/def2-TZVPD.

- Spin multiplicity: 1
- HOMO (alpha / beta): -7.846 / -7.846 eV
- Energy above the lowest of the compared OMol25 structures with the same formula, charge and spin: 77.8 kJ/mol
- Gap between HOMO and LUMO (alpha / beta): 0.1944 / 0.1944 Eh

Last column: Löwdin charge in e.
Geometry (Å):
W: 0.409 0.306 -0.528  0.5064
O: 0.315 0.090 5.363  0.1383
C: -0.790 0.688 4.951  -0.4959
O: -1.576 1.197 5.708  0.1133
C: -1.038 0.721 3.483  -0.0197
C: -2.126 1.344 2.893  0.0470
N: -2.016 1.186 1.566  0.0598
N: -0.936 0.465 1.258  -0.1289
C: -0.317 0.196 2.401  -0.1821
C: 1.011 -0.452 2.281  -0.6205
O: 1.660 -0.786 3.263  0.0940
O: 1.376 -0.639 1.058  -0.3247
H: 0.876 -0.256 4.618  0.0690
H: -2.950 1.866 3.348  0.1495
H: -2.634 1.492 0.824  0.0855
Se: -1.314 -0.362 -2.344  -0.0736
Te: -3.515 0.705 -1.911  0.3285
Te: -2.393 3.073 -2.642  0.2539
Se: -0.292 2.668 -1.293  -0.1665
C: 0.838 1.119 -4.635  -0.2476
Si: 1.662 -0.513 -4.251  0.2790
C: 0.679 -2.043 -4.721  -0.2194
C: 3.411 -0.606 -4.920  -0.2264
Se: 2.073 -0.619 -1.912  0.4591
H: 1.500 1.748 -5.233  0.0381
H: 0.598 1.655 -3.714  -0.0671
H: -0.093 0.977 -5.188  0.0336
H: 1.272 -2.670 -5.391  0.0348
H: -0.248 -1.779 -5.230  0.0328
H: 0.422 -2.643 -3.849  0.0083
H: 3.402 -0.985 -5.945  0.0368
H: 4.027 -1.277 -4.321  0.0248
H: 3.885 0.376 -4.926  0.0348
C: -2.795 -5.496 2.937  -0.1069
C: -1.868 -4.291 2.873  -0.2836
C: -0.833 -4.400 1.755  -0.2866
C: -0.076 -3.087 1.514  -0.3170
Ge: -0.758 -2.192 -0.114  0.7481
C: -2.733 -2.380 -0.056  -0.3970
C: -3.342 -3.143 -1.234  -0.3170
C: -4.871 -3.100 -1.264  -0.2715
C: -5.528 -3.574 0.028  -0.1090
H: -3.508 -5.413 3.757  0.0710
H: -2.228 -6.418 3.079  0.0749
H: -3.362 -5.598 2.008  0.0604
H: -1.338 -4.177 3.824  0.1143
H: -2.457 -3.375 2.754  0.0931
H: -1.320 -4.760 0.839  0.0911
H: -0.120 -5.182 2.028  0.1140
H: 0.987 -3.257 1.342  0.0737
H: -0.149 -2.466 2.408  0.0530
H: -0.259 -3.100 -1.270  -0.0223
H: -3.201 -1.397 0.063  0.0006
H: -2.952 -2.920 0.866  0.0348
H: -3.013 -4.187 -1.187  0.1073
H: -2.959 -2.750 -2.178  0.0567
H: -5.223 -3.718 -2.094  0.1067
H: -5.199 -2.078 -1.489  0.0748
H: -5.165 -4.566 0.306  0.0692
H: -6.611 -3.634 -0.080  0.0700
H: -5.316 -2.900 0.860  0.0679
Se: 1.698 2.250 0.663  0.6591
C: 3.295 1.483 1.396  -0.5939
C: 3.557 1.672 2.745  -0.1168
C: 4.760 1.204 3.258  -0.1386
N: 5.683 0.587 2.529  0.0625
C: 5.420 0.422 1.235  -0.1409
C: 4.255 0.851 0.620  -0.1211
H: 2.841 2.159 3.393  0.1029
H: 4.984 1.332 4.311  0.1079
H: 6.186 -0.078 0.651  0.1052
H: 4.109 0.696 -0.441  0.0480

Computed, not measured: a structure of composition C21H35N2O4PZn in a non-equilibrium geometry, with wB97M-V/def2-TZVPD.

- Total charge: +2
- Spin multiplicity: 1
- HOMO: -13.040 eV
- Gap between HOMO and LUMO: 0.0685 Eh

Last column: Löwdin charge in e.
Geometry (Å):
C: -2.719 -0.159 0.879  -0.1305
C: -2.865 0.832 -0.380  -0.3610
P: -1.806 2.408 -0.245  1.1403
C: -2.364 3.364 1.319  -0.2294
C: 0.054 1.938 -0.067  -0.4232
C: 0.873 3.202 -0.614  -0.0883
C: 1.350 3.037 -2.151  -0.2747
O: 2.312 3.774 -2.507  0.0712
C: 0.656 1.967 -3.126  -0.1049
C: -0.821 2.224 -3.533  -0.0195
C: -1.553 1.192 -4.435  -0.0336
C: -0.799 -0.077 -4.894  -0.0300
C: 0.685 -0.332 -4.519  -0.0028
C: 1.409 0.715 -3.611  0.0022
O: 0.237 1.634 1.335  -0.1961
C: 1.609 1.359 1.686  -0.2625
C: 2.333 0.228 0.815  -0.1703
N: 1.845 -1.159 1.053  -0.0852
C: 2.550 -2.092 0.090  -0.2249
C: 2.393 -3.637 0.581  -0.1752
C: 0.871 -3.962 1.072  -0.2138
C: -0.102 -3.726 -0.178  -0.2110
C: -1.675 -3.891 0.174  -0.2718
N: -2.411 -3.376 -1.040  -0.0398
C: 1.568 0.869 3.242  0.0142
C: 0.423 1.791 3.927  -0.2959
O: 0.638 2.975 4.341  -0.2040
O: -0.897 1.260 4.027  0.0858
H: -3.502 0.066 1.682  0.0900
H: -2.934 -1.222 0.506  0.0600
H: -1.680 -0.132 1.350  0.0655
H: -2.653 0.355 -1.394  0.0762
H: -3.963 1.198 -0.411  0.1047
H: -2.925 2.694 2.056  0.0637
H: -3.112 4.176 0.976  0.0697
H: -1.485 3.934 1.787  0.0582
H: 0.164 0.982 -0.692  0.1328
H: 0.148 4.106 -0.633  0.1213
H: 1.758 3.530 0.021  0.1285
H: -1.384 3.149 -3.191  0.0884
H: -2.647 1.377 -4.712  0.1094
H: -1.323 -0.870 -5.530  0.1096
H: 1.248 -1.266 -4.853  0.1117
H: 2.497 0.511 -3.330  0.1131
H: 2.301 2.274 1.684  0.1560
H: 2.313 0.410 -0.317  0.1283
H: 3.453 0.246 1.118  0.1475
H: 2.186 -1.495 1.978  0.1022
H: 2.122 -2.048 -0.965  0.1100
H: 3.690 -1.882 0.067  0.1275
H: 2.578 -4.373 -0.291  0.1239
H: 3.069 -3.881 1.468  0.1095
H: 0.625 -3.306 1.974  0.0912
H: 0.781 -5.074 1.369  0.1268
H: -0.011 -2.673 -0.649  0.0918
H: 0.205 -4.456 -1.020  0.1294
H: -1.965 -4.972 0.391  0.1230
H: -1.907 -3.266 1.117  0.0968
H: -2.098 -2.399 -1.165  0.0321
H: -3.428 -3.357 -0.881  0.0685
H: 2.572 1.029 3.771  0.1537
H: 1.203 -0.203 3.362  0.1273
H: -0.831 0.337 4.365  0.1471
Zn: 1.141 4.143 5.757  1.0393

| no. | calculated total energy (eV) |
| --- | --- |
| 1 | -117865.683 |
| 2 | -377199.671 |
| 3 | -91194.153 |